C32H51ClN7O2PPbS3SeSi | ωB97M-V with the def2-TZVPD basis set

```
100
Properties=species:S:1:pos:R:3:forces:R:3:mulliken_charge:R:1
Pb 0.477 -0.176 -0.057 -0.08 -0.10 0.09 1.902
N 2.274 -1.805 -1.403 0.06 0.08 0.00 -0.343
C 1.469 -3.033 -1.507 0.00 0.00 -0.03 -0.225
C 1.602 -3.923 -0.275 0.00 -0.01 0.00 -0.862
C 0.884 -3.440 0.979 0.00 0.00 0.01 -0.256
N 1.373 -2.129 1.421 0.01 0.07 -0.01 0.154
H 2.215 -1.264 -2.263 0.00 -0.02 -0.02 0.018
H 3.250 -2.032 -1.246 -0.01 -0.03 0.03 0.226
H 1.738 -3.612 -2.397 0.00 0.00 0.00 0.485
H 0.418 -2.745 -1.632 0.00 0.00 0.01 -0.207
H 2.666 -4.072 -0.053 0.00 0.00 0.00 0.348
H 1.205 -4.909 -0.528 0.00 0.00 0.00 0.437
H 0.999 -4.188 1.769 0.01 0.00 0.00 0.212
H -0.187 -3.359 0.771 0.00 0.00 0.00 0.090
H 2.389 -2.150 1.451 0.00 0.02 0.00 0.262
H 1.104 -1.943 2.401 -0.07 -0.14 0.00 -0.570
N 0.342 1.408 3.477 -0.02 -0.02 -0.01 0.133
C -0.808 0.664 3.222 0.02 0.01 0.00 -0.083
C -1.814 0.680 4.197 0.00 0.00 0.01 -0.723
C -2.962 -0.038 3.980 -0.01 0.01 0.01 -0.583
C -3.096 -0.771 2.802 0.00 -0.01 -0.01 -0.999
C -2.065 -0.716 1.898 0.00 -0.02 -0.01 -0.014
N -0.947 0.003 2.084 0.02 0.03 -0.01 0.759
C 1.646 1.145 3.069 0.00 -0.02 -0.03 -0.052
C 2.665 1.413 3.998 0.00 0.01 0.01 -0.618
C 3.970 1.217 3.638 0.00 0.01 0.02 -0.621
C 4.261 0.759 2.352 0.00 -0.01 -0.01 -0.988
C 3.208 0.526 1.507 0.01 0.01 0.01 -0.269
N 1.918 0.717 1.843 0.00 0.02 -0.03 0.326
H 0.337 1.731 4.432 0.00 -0.01 0.01 0.297
H -1.657 1.216 5.124 0.00 0.00 0.00 0.373
H -3.740 -0.053 4.732 0.00 0.00 0.00 0.463
H -3.969 -1.375 2.598 0.00 0.00 0.00 0.521
H -2.123 -1.271 0.965 0.00 0.01 0.02 -0.103
H 2.402 1.717 5.001 0.00 0.00 0.00 0.400
H 4.762 1.397 4.353 0.00 0.00 0.00 0.392
H 5.275 0.588 2.023 0.00 0.00 0.00 0.453
H 3.379 0.181 0.494 0.00 0.01 -0.01 0.397
Cl -2.980 5.247 -0.309 -0.01 -0.01 0.00 -0.209
C -3.046 3.531 -0.552 0.00 0.02 0.00 -0.118
C -4.235 2.909 -0.885 0.00 0.00 -0.01 -0.306
C -4.219 1.537 -1.072 0.00 0.00 0.00 -1.185
C -3.022 0.857 -0.920 0.08 -0.02 -0.03 0.062
N -1.881 1.466 -0.602 0.00 0.00 0.05 0.671
C -1.889 2.781 -0.418 0.02 -0.01 -0.02 -0.592
H -5.143 3.487 -0.993 0.00 0.00 0.00 0.474
H -5.121 1.000 -1.331 0.00 0.00 0.00 0.491
H -2.963 -0.219 -1.051 -0.10 0.01 0.02 0.112
H -0.942 3.249 -0.171 -0.01 -0.01 0.01 0.543
S -2.642 -3.114 -0.982 0.01 0.02 0.01 -0.415
C -2.803 -2.768 -2.615 0.01 0.00 -0.05 0.068
N -3.621 -3.540 -3.393 -0.01 0.01 0.00 -0.005
C -3.830 -3.361 -4.723 0.00 -0.01 0.02 -0.261
C -3.207 -2.355 -5.384 0.01 0.01 -0.01 -0.734
C -2.340 -1.516 -4.644 0.00 0.00 -0.01 -0.318
C -2.147 -1.715 -3.310 0.00 -0.02 0.03 0.460
H -4.087 -4.294 -2.908 0.00 0.00 0.00 0.249
H -4.507 -4.060 -5.192 0.00 0.00 0.00 0.398
H -3.372 -2.214 -6.441 0.00 0.00 0.00 0.409
H -1.811 -0.706 -5.131 0.00 0.00 0.00 0.449
H -1.476 -1.075 -2.756 0.00 0.01 -0.01 -0.069
C -0.199 4.876 -4.640 0.00 0.00 0.00 -1.395
C -0.404 4.474 -3.192 0.01 -0.02 0.00 0.722
C 0.472 5.256 -2.233 0.01 0.00 0.00 -1.146
O -0.266 3.031 -3.073 0.02 0.02 0.00 -0.493
P 1.034 2.152 -2.839 -0.07 0.02 0.05 0.682
S 0.661 0.335 -3.496 0.00 -0.01 0.01 -0.574
S 1.678 2.256 -0.933 0.05 0.03 -0.07 -0.637
O 2.098 2.921 -3.759 0.02 -0.01 0.00 0.101
C 3.457 2.420 -3.849 -0.03 0.02 -0.02 0.770
C 3.697 2.003 -5.284 0.02 0.00 0.00 -1.435
C 4.380 3.518 -3.368 0.01 0.00 0.00 -1.402
H -0.470 5.925 -4.770 0.00 0.00 0.00 0.470
H -0.827 4.270 -5.293 0.00 0.00 0.00 0.320
H 0.842 4.742 -4.931 0.00 0.00 0.00 0.154
H -1.449 4.633 -2.919 -0.01 0.00 0.00 0.310
H 1.529 5.124 -2.464 0.00 0.00 0.00 0.209
H 0.304 4.957 -1.199 0.01 0.01 -0.01 0.215
H 0.226 6.315 -2.329 0.00 0.00 0.00 0.451
H 3.546 1.550 -3.192 0.00 -0.01 0.01 0.087
H 3.576 2.860 -5.949 0.00 0.00 0.00 0.284
H 2.989 1.229 -5.574 0.00 0.00 0.00 0.273
H 4.712 1.616 -5.399 -0.01 0.00 0.00 0.434
H 4.265 4.404 -3.995 0.00 0.00 0.00 0.278
H 5.419 3.188 -3.422 0.00 0.00 0.00 0.464
H 4.149 3.782 -2.336 0.00 -0.01 0.00 0.266
C 0.557 -4.525 6.579 0.01 0.01 0.00 -1.121
Si -0.287 -3.155 5.600 -0.02 -0.02 -0.01 0.423
C -1.244 -4.003 4.208 0.00 0.00 0.01 -0.737
C -1.578 -2.386 6.743 -0.01 0.01 0.00 -0.851
Se 1.164 -1.652 4.855 0.04 0.06 -0.01 -0.547
H -0.159 -5.266 6.947 0.00 0.01 -0.01 0.340
H 1.089 -4.104 7.435 0.00 -0.01 0.00 0.275
H 1.293 -5.037 5.955 -0.01 0.00 0.00 0.244
H -2.002 -4.685 4.604 0.00 0.00 0.00 0.424
H -0.568 -4.582 3.575 0.00 0.00 0.00 0.175
H -1.743 -3.264 3.576 -0.01 0.01 -0.01 -0.027
H -2.272 -3.139 7.130 0.00 0.00 0.00 0.332
H -2.157 -1.628 6.209 0.00 -0.01 0.01 0.078
H -1.091 -1.897 7.589 0.00 -0.01 0.00 0.274
```
Forces are in eV/Å.

Calculated values
molar mass: 1042.68 g mol⁻¹
ΔE to the lowest compared entry with this formula, charge and spin: 0.3887 eV
DFT total energy: -181333.3211 eV
E_LUMO: -0.1250 eV
F_max: 0.2 eV Å⁻¹
HOMO-LUMO gap: 0.2226 hartree